63
Properties=species:S:1:pos:R:3:forces:R:3:lowdin_charge:R:1 method="wB97M-V/def2-TZVPD" e_tot_ev=-109144.807 mol_weight_g_mol=679.60 homo_ev=-6.99 lumo_energy_ev=-0.123 gap_ha=0.2523
Au 3.479 -11.419 10.410 -0.29 -0.63 -0.09 0.4983
C 3.926 -7.493 8.651 -1.35 1.24 -0.05 -0.0442
C 4.863 -8.046 9.635 0.73 -0.12 -0.03 -0.3498
C 6.257 -8.002 9.393 -1.94 1.73 -2.94 -0.0693
C 7.166 -8.478 10.241 1.04 -1.55 1.44 -0.0764
C 6.647 -9.110 11.356 -1.59 -0.34 0.67 -0.0136
C 5.228 -9.174 11.493 1.32 -1.16 2.58 -0.2539
N 4.329 -8.637 10.703 0.59 0.38 -0.74 0.1401
C 4.640 -9.905 12.718 0.32 0.21 -0.48 -0.2012
C 5.077 -9.623 14.009 -0.38 -0.61 0.53 -0.0144
C 4.551 -10.331 15.075 -0.92 -1.14 -0.08 -0.0263
C 3.558 -11.321 14.848 0.48 1.58 0.24 0.0035
C 3.086 -11.451 13.561 1.87 -0.63 -1.20 -0.1925
N 3.697 -10.827 12.505 -0.26 0.57 0.50 0.0316
C 2.081 -12.456 13.191 -1.46 1.34 0.39 -0.2903
C 1.827 -13.565 13.944 1.49 -1.96 1.81 -0.0528
C 0.727 -14.369 13.700 -0.54 0.57 -1.24 -0.0357
C -0.113 -13.997 12.619 0.33 -0.38 0.96 -0.0114
C 0.203 -12.841 11.934 0.05 1.30 -1.40 -0.3041
C -0.504 -12.367 10.652 0.17 -0.01 0.68 -0.0310
N 1.232 -12.053 12.267 -0.13 -0.25 -0.72 0.1361
H 4.439 -6.904 7.881 -0.34 0.09 0.31 0.0847
H 3.088 -6.946 9.171 1.14 -0.01 -0.46 0.1064
H 3.352 -8.253 8.156 0.03 -0.86 -0.38 0.0686
H 6.542 -7.599 8.401 -0.06 -0.14 0.84 0.1286
H 8.226 -8.544 10.026 -0.07 0.34 -0.01 0.1207
H 7.271 -9.609 12.086 -0.04 0.03 0.01 0.1123
H 5.826 -8.898 14.207 0.51 0.62 -0.12 0.1061
H 4.858 -10.177 16.104 0.22 0.21 -0.19 0.1101
H 3.103 -11.860 15.677 0.14 0.12 -0.27 0.1154
H 2.594 -13.874 14.712 -1.08 0.32 -0.81 0.1337
H 0.557 -15.262 14.283 -0.09 0.01 -0.02 0.1060
H -1.002 -14.549 12.323 0.28 -0.09 0.18 0.1141
H -1.093 -13.154 10.260 -0.98 -0.91 -0.24 0.0480
H 0.228 -12.202 9.868 0.42 0.35 0.12 0.0438
H -1.143 -11.472 10.732 0.44 -0.30 0.33 0.0869
C 1.512 -15.343 8.908 -0.17 0.00 -1.73 -0.2379
Si 3.262 -14.760 8.931 1.32 -0.38 0.83 0.1644
C 4.280 -16.104 7.973 0.13 0.66 1.66 -0.2117
C 3.699 -14.954 10.791 0.19 -0.63 1.35 -0.2624
As 3.298 -12.541 8.281 -0.19 0.42 -0.49 0.5702
Si 5.480 -12.247 7.563 0.19 -0.34 -0.90 0.1107
C 5.917 -13.481 6.163 0.51 -0.47 -0.76 -0.2416
C 5.561 -10.407 7.105 -0.35 0.48 0.78 -0.2501
C 6.781 -12.535 8.845 1.82 -0.16 0.52 -0.2618
H 1.458 -16.128 9.583 -0.10 -1.69 1.66 -0.0017
H 1.182 -15.813 7.974 0.19 0.35 -0.20 0.0418
H 0.759 -14.649 9.191 -0.52 0.92 0.24 -0.0043
H 3.954 -17.060 8.382 0.10 -0.13 0.27 0.0217
H 5.376 -16.035 8.050 -0.36 0.09 0.17 0.0264
H 4.040 -16.154 6.957 -0.43 0.15 -1.73 -0.0122
H 3.567 -16.016 11.104 0.51 0.14 -0.53 0.0235
H 2.893 -14.560 11.428 -0.01 0.62 -0.41 -0.0165
H 4.651 -14.595 11.295 -0.90 -0.28 -1.08 0.0362
H 6.703 -14.255 6.401 -0.31 1.19 -0.01 0.0354
H 6.131 -13.065 5.124 -0.30 -0.41 1.35 0.0400
H 5.055 -14.136 6.099 -0.47 0.04 -0.45 -0.0305
H 4.804 -9.983 6.395 0.54 -0.59 0.70 0.0418
H 6.548 -10.038 6.817 0.12 -0.20 -0.20 0.0218
H 5.406 -9.971 8.134 -0.16 -0.21 -1.10 -0.0103
H 6.774 -13.511 9.410 -0.11 0.84 -0.82 0.0406
H 6.728 -11.749 9.602 -0.08 0.05 0.15 -0.0128
H 7.804 -12.397 8.347 -1.19 -0.38 0.62 0.0511

***

68
Properties=species:S:1:pos:R:3:forces:R:3:lowdin_charge:R:1 method="wB97M-V/def2-TZVPD" e_tot_ev=-72974.609 mol_weight_g_mol=528.32 homo_ev=-13.68 lumo_energy_ev=-6.390 charge=+2 gap_ha=0.2680 relative_energy_kcal_mol=9.7
Ti 1.265 0.350 0.108 0.40 -0.81 -0.83 1.0923
C 1.420 -3.175 1.370 -0.01 0.01 0.00 -0.0059
C 0.164 -2.378 1.385 0.03 -0.08 -0.07 -0.2961
C -1.088 -2.755 1.848 0.00 0.02 -0.01 0.0558
C -1.923 -1.660 1.661 0.05 0.05 0.02 -0.2451
C -3.366 -1.517 2.002 0.00 -0.02 0.00 0.0095
N -1.197 -0.676 1.107 -0.08 -0.01 -0.04 0.0299
N 0.095 -1.117 0.921 -0.22 0.32 0.23 -0.0419
B -1.610 0.799 0.820 0.07 0.05 0.02 -0.4771
N -0.694 1.729 1.658 -0.04 0.12 -0.02 0.0492
N 0.639 1.830 1.353 -0.18 -0.17 0.09 -0.0182
C 1.180 2.728 2.202 0.05 0.01 -0.09 -0.2760
C 2.624 3.088 2.144 0.03 0.01 0.03 0.0083
C 0.192 3.205 3.041 -0.01 0.00 0.04 0.0627
C -0.981 2.547 2.677 0.00 0.01 -0.08 -0.2218
C -2.350 2.685 3.245 0.00 0.00 0.03 0.0127
N -1.381 1.152 -0.670 -0.06 -0.08 0.02 0.0383
N -0.124 1.096 -1.224 -0.22 0.11 0.29 -0.0349
C -0.230 1.513 -2.501 0.06 -0.05 -0.03 -0.2952
C 0.942 1.635 -3.412 -0.03 0.01 -0.01 -0.0126
C -1.557 1.813 -2.768 0.00 0.02 0.00 0.0553
C -2.257 1.575 -1.592 -0.01 0.03 0.05 -0.2364
C -3.709 1.756 -1.313 0.00 -0.02 -0.03 0.0082
H 1.248 -4.143 1.834 0.01 0.00 -0.01 0.0951
H 1.771 -3.328 0.349 0.00 0.00 0.00 0.0553
H 2.206 -2.661 1.924 0.00 0.00 0.00 0.0760
H -1.357 -3.703 2.283 0.00 0.00 0.00 0.1305
H -3.753 -2.466 2.363 0.01 0.00 -0.01 0.0956
H -3.512 -0.772 2.785 0.00 0.00 0.00 0.0906
H -3.953 -1.208 1.137 -0.01 0.00 0.01 0.0876
H -2.747 0.959 1.115 -0.02 0.00 0.00 0.1221
H 2.987 3.107 1.115 -0.01 -0.01 0.00 0.0817
H 2.784 4.076 2.570 -0.01 0.00 0.00 0.1006
H 3.225 2.383 2.722 -0.01 0.00 0.00 0.0857
H 0.300 3.942 3.818 0.00 0.00 -0.01 0.1323
H -2.335 3.383 4.077 0.01 0.00 0.00 0.0961
H -3.048 3.059 2.496 0.00 -0.01 0.00 0.0954
H -2.722 1.727 3.607 -0.01 0.00 0.00 0.0897
H 1.482 0.692 -3.484 0.01 0.01 0.01 0.0484
H 0.606 1.923 -4.406 0.00 0.00 0.00 0.0947
H 1.629 2.406 -3.062 0.00 0.00 0.00 0.0877
H -1.962 2.177 -3.696 0.00 0.00 0.00 0.1299
H -4.218 2.080 -2.217 0.00 0.00 0.00 0.0949
H -4.168 0.828 -0.973 -0.01 0.01 0.01 0.0874
H -3.867 2.511 -0.542 -0.01 0.00 0.00 0.0953
N 4.729 -0.246 2.358 0.01 -0.01 -0.07 0.2520
C 3.871 0.027 1.397 -0.05 -0.02 0.05 -0.4718
O 2.635 -0.153 1.575 -0.09 0.02 -0.12 -0.0896
C 4.315 0.581 0.080 0.04 0.08 0.06 -0.1332
C 3.099 0.678 -0.838 0.18 -0.06 0.11 -0.2472
H 4.401 -0.614 3.239 0.00 0.00 0.01 0.1479
H 5.719 -0.112 2.227 0.01 -0.02 0.02 0.1456
H 5.097 -0.057 -0.337 0.00 0.00 0.01 0.1395
H 4.783 1.551 0.268 -0.01 0.00 -0.01 0.1336
H 3.201 -0.018 -1.665 0.08 0.17 -0.14 -0.0098
H 2.968 1.680 -1.263 -0.08 0.04 0.07 0.0760
S 1.481 -1.602 -1.908 0.09 0.22 0.32 0.7562
C 0.059 -2.365 -2.488 -0.10 -0.02 0.03 -0.6274
N 0.206 -3.119 -3.606 0.03 -0.10 -0.02 0.0649
C -0.785 -3.813 -4.212 0.07 0.04 0.00 -0.0284
C -2.048 -3.774 -3.705 -0.04 0.01 0.03 -0.0235
C -2.267 -3.000 -2.556 -0.03 -0.04 -0.06 -0.0065
C -1.241 -2.308 -1.959 0.14 0.01 -0.11 -0.0450
H 1.141 -3.170 -3.994 0.01 0.02 0.00 0.1512
H -0.501 -4.373 -5.090 -0.01 0.00 0.00 0.1453
H -2.842 -4.325 -4.185 -0.01 0.00 0.01 0.1249
H -3.261 -2.950 -2.131 0.00 0.00 0.00 0.1263
H -1.411 -1.711 -1.084 -0.03 0.12 0.20 0.0852

***

69
Properties=species:S:1:pos:R:3:forces:R:3:lowdin_charge:R:1 method="wB97M-V/def2-TZVPD" e_tot_ev=-181036.208 mol_weight_g_mol=746.28 homo_ev=-6.34 lumo_energy_ev=-0.018 gap_ha=0.2324 relative_energy_kcal_mol=27.0
Cs -0.052 -0.363 0.295 -0.92 1.97 0.04 1.3612
Br 2.266 -5.018 1.970 0.09 0.08 0.09 0.7379
C 0.902 -4.942 0.667 -0.15 -0.36 -0.12 -0.6232
C 0.378 -6.152 0.194 0.10 -0.09 0.09 -0.1893
C -0.612 -6.187 -0.746 0.06 0.43 0.05 -0.6510
Br -1.282 -7.851 -1.344 -0.03 -0.16 -0.02 0.7398
C -1.132 -4.968 -1.263 -0.03 -0.44 -0.04 -0.1955
C -2.153 -4.902 -2.235 -0.05 0.04 -0.05 -0.0433
C -2.599 -3.688 -2.670 0.05 0.18 0.10 -0.0569
C -2.022 -2.526 -2.123 -0.06 -0.29 -0.18 -0.1595
N -1.065 -2.554 -1.230 -0.14 -0.28 -0.22 -0.0212
C -0.606 -3.749 -0.784 0.08 -0.08 0.07 -0.1514
C 0.459 -3.698 0.226 -0.18 0.21 -0.24 -0.4843
O 0.888 -2.575 0.623 0.79 -1.46 0.35 -0.4568
H 0.783 -7.071 0.598 -0.05 -0.04 -0.05 0.0893
H -2.575 -5.816 -2.629 0.03 -0.01 0.02 0.0721
H -3.381 -3.606 -3.413 -0.02 -0.01 -0.01 0.1000
H -2.367 -1.551 -2.456 0.03 0.07 0.04 0.1025
C 4.207 4.191 1.045 0.09 0.10 -0.12 -0.0543
N 4.085 3.136 2.030 -0.14 -0.15 -0.02 -0.0914
C 4.606 3.420 3.358 -0.02 0.09 0.14 -0.1515
C 4.043 2.264 4.160 0.04 -0.08 0.01 -0.1484
N 2.749 2.087 3.523 0.18 0.11 -0.23 -0.1135
C 2.003 0.891 3.846 -0.06 -0.04 0.02 -0.0519
C 2.895 2.417 2.168 0.18 0.05 0.14 -0.3660
N 2.035 2.048 1.314 -0.31 0.15 0.28 0.0686
C 2.142 2.153 -0.115 -0.07 0.13 -0.29 -0.2868
C 2.769 0.875 -0.668 0.01 -0.33 0.00 -0.3024
N 2.225 0.592 -1.972 0.12 -0.10 0.04 0.0847
C 2.796 0.750 -3.093 0.06 0.02 -0.30 -0.3510
N 2.133 0.397 -4.270 0.17 0.10 0.14 -0.1195
C 0.696 0.286 -4.256 -0.06 -0.02 0.05 -0.0525
C 2.793 1.033 -5.388 0.00 0.08 -0.06 -0.1505
C 4.225 1.049 -4.892 0.01 -0.07 -0.10 -0.1537
N 4.041 1.281 -3.467 -0.21 -0.06 0.11 -0.0943
C 5.222 1.134 -2.642 0.08 0.04 0.05 -0.0558
H 5.070 4.804 1.306 -0.04 -0.01 0.02 0.0885
H 3.320 4.834 1.016 0.03 -0.02 0.00 0.1012
H 4.386 3.796 0.044 -0.01 0.01 0.09 0.0679
H 4.209 4.373 3.738 0.07 -0.02 -0.02 0.1267
H 5.696 3.460 3.358 -0.04 -0.01 -0.01 0.1231
H 3.946 2.481 5.224 -0.02 0.01 -0.03 0.1228
H 4.671 1.369 4.035 -0.03 0.02 0.04 0.1292
H 1.892 0.822 4.927 0.03 0.00 0.02 0.0889
H 2.496 -0.017 3.476 0.00 0.00 0.00 0.1023
H 1.014 0.949 3.400 0.00 -0.01 0.00 0.0493
H 2.664 3.016 -0.546 0.00 -0.01 0.28 0.0919
H 1.128 2.225 -0.524 0.08 -0.07 0.03 0.0719
H 2.467 0.047 -0.021 0.27 0.15 0.00 0.0255
H 3.855 0.907 -0.546 0.00 0.12 -0.25 0.0945
H 0.400 -0.371 -3.442 -0.02 0.00 -0.02 0.0702
H 0.361 -0.146 -5.199 0.02 0.01 -0.01 0.0881
H 0.208 1.260 -4.114 0.01 -0.01 -0.01 0.0930
H 2.429 2.061 -5.545 -0.02 -0.04 -0.02 0.1260
H 2.664 0.466 -6.311 0.00 0.00 0.03 0.1230
H 4.834 1.834 -5.341 -0.02 -0.02 0.02 0.1216
H 4.698 0.073 -5.073 0.03 0.05 -0.01 0.1282
H 6.085 1.442 -3.232 -0.02 -0.03 0.00 0.0876
H 5.379 0.102 -2.311 0.00 0.01 0.01 0.1026
H 5.183 1.785 -1.770 0.00 -0.02 -0.01 0.0672
C -3.347 0.318 4.168 0.05 0.02 -0.07 0.0032
C -2.524 0.617 2.935 -0.17 -0.10 0.21 -0.6074
N -1.668 1.665 3.020 0.09 0.19 0.03 0.1640
O -2.627 -0.057 1.928 0.01 0.03 -0.14 -0.0646
H -2.985 0.813 5.066 0.04 0.02 0.01 0.0737
H -3.347 -0.760 4.312 -0.02 0.01 0.03 0.0896
H -4.374 0.632 3.983 -0.02 -0.01 -0.02 0.0890
H -1.638 2.256 3.831 0.03 -0.03 0.02 0.1035
H -1.126 1.935 2.215 -0.01 0.02 0.03 0.0778